No. 1
{"formula": "C2CdF6NO4S2", "method": "ωB97M-V/def2-TZVPD", "symbols": ["Cd", "N", "S", "O", "O", "C", "F", "F", "F", "S", "O", "C", "F", "F", "F", "O"], "positions_angstrom": [[0.64599, 2.37576, 1.16770], [-0.08435, -0.68462, -0.14654], [1.15605, 0.01516, -0.83035], [1.16832, -0.16497, -2.26246], [1.40748, 1.40044, -0.32965], [2.59474, -0.96782, -0.14870], [2.33621, -2.24836, -0.29503], [2.75374, -0.68217, 1.12620], [3.67086, -0.63903, -0.83059], [-1.27169, -0.24674, 0.79095], [-1.75275, -1.35879, 1.58044], [-2.72844, 0.42520, -0.15462], [-3.81836, 0.26383, 0.56454], [-2.54820, 1.70626, -0.39419], [-2.83409, -0.22437, -1.29522], [-0.69551, 1.03020, 1.45755]], "atomic_forces_ev_per_a": [[0.7, 2.7, 1.4], [-0.4, 0.1, -0.3], [-1.1, -1.8, -1.9], [0.1, 0.7, 2.1], [1.5, -0.7, -2.1], [-0.2, -0.4, -0.6], [-0.1, 0.1, 0.0], [0.0, 0.3, 0.6], [0.0, 0.2, 0.0], [2.6, -0.7, 1.1], [0.7, 2.4, -1.0], [-0.8, -0.3, -0.5], [0.3, -0.1, 0.1], [0.3, 0.6, -0.1], [0.2, -0.1, 0.1], [-3.9, -3.0, 1.1]], "mulliken_charge": [1.332, -0.506, 1.174, -0.528, -0.698, 0.706, -0.187, -0.236, -0.176, 1.240, -0.493, 0.672, -0.173, -0.221, -0.192, -0.717], "e_above_lowest_ev": 0.0000, "homo_energy_ev": -15.30, "largest_force_ev_per_a": 5.03, "total_charge": 1, "e_tot_ev": -54282.2207, "multiplicity": 1, "orbital_gap_ev": 7.44}

***

No. 2
{"formula": "C2Cl2F3NO", "method": "ωB97M-V/def2-TZVPD", "symbols": ["C", "C", "N", "O", "F", "F", "F", "Cl", "Cl"], "positions_angstrom": [[1.60441, -0.10300, -0.04532], [-1.48949, -0.21786, -0.00479], [0.38805, 0.43227, 0.06356], [0.21886, 1.64302, 0.26198], [-1.65827, -1.20784, 0.83807], [-1.77495, -0.57355, -1.23423], [-2.04963, 0.89010, 0.35844], [2.96465, 0.90735, 0.04639], [1.79635, -1.77049, -0.28409]], "atomic_forces_ev_per_a": [[-2.4, 0.3, 0.1], [2.5, 0.0, -0.1], [-0.7, 0.0, 0.1], [0.4, 0.2, 0.0], [0.0, 0.5, -0.2], [0.1, 0.3, 0.5], [0.2, -0.8, -0.2], [-0.1, -0.1, 0.0], [0.0, -0.3, -0.1]], "mulliken_charge": [0.356, 0.759, 0.205, -0.584, -0.170, -0.175, -0.147, -0.098, -0.145], "e_above_lowest_ev": 2.3549, "homo_energy_ev": [-8.80, -8.81], "largest_force_ev_per_a": 2.46, "e_tot_ev": -38804.8418, "multiplicity": 1, "orbital_gap_ev": [8.60, 8.60]}

***

No. 3
{"formula": "C2Cl2S", "method": "ωB97M-V/def2-TZVPD", "symbols": ["C", "C", "S", "Cl", "Cl"], "positions_angstrom": [[0.06800, 0.47494, 0.04119], [-0.05208, -0.83685, -0.27969], [-0.43762, -2.29092, -0.74734], [-0.93907, 0.94617, 1.36467], [1.36077, 1.70667, -0.37883]], "atomic_forces_ev_per_a": [[1.0, -1.0, 0.0], [0.1, 1.3, -0.6], [0.5, 1.4, 0.5], [0.0, 0.2, -0.1], [-1.6, -2.0, 0.2]], "mulliken_charge": [0.459, 0.084, -0.256, -0.147, -0.140], "e_above_lowest_ev": 0.0000, "homo_energy_ev": -8.79, "largest_force_ev_per_a": 2.54, "e_tot_ev": -37951.8698, "multiplicity": 1, "orbital_gap_ev": 7.35}

***

No. 4
{"formula": "C2Cl3F", "method": "ωB97M-V/def2-TZVPD", "symbols": ["C", "C", "F", "Cl", "Cl", "Cl"], "positions_angstrom": [[0.63428, 0.19440, 0.08946], [-0.68105, -0.27795, -0.07250], [-0.93475, -1.61767, 0.04864], [1.08407, 1.82628, 0.00443], [1.90001, -0.78170, -0.04156], [-2.00255, 0.65664, -0.02847]], "atomic_forces_ev_per_a": [[-5.2, 0.1, -1.1], [4.5, -0.8, 1.5], [0.5, 1.3, -0.4], [-0.6, 1.0, 0.1], [2.8, -2.8, 0.1], [-2.0, 1.3, -0.1]], "mulliken_charge": [0.290, 0.333, -0.200, -0.146, -0.149, -0.129], "e_above_lowest_ev": 0.6126, "homo_energy_ev": -9.06, "largest_force_ev_per_a": 5.28, "e_tot_ev": -42357.1968, "multiplicity": 1, "orbital_gap_ev": 9.55}

***

No. 5
{"formula": "C2Cl3NO2", "method": "ωB97M-V/def2-TZVPD", "symbols": ["C", "C", "N", "O", "O", "Cl", "Cl", "Cl"], "positions_angstrom": [[0.17838, 0.35990, -0.03510], [0.74304, -0.47194, -1.06935], [-0.55693, 0.68121, 0.86100], [-1.77919, 1.15513, 2.74643], [-1.64451, 0.81351, 1.48731], [1.91330, -1.66948, -0.18224], [-0.68247, -1.22334, -1.74098], [1.82841, 0.35501, -2.06706]], "atomic_forces_ev_per_a": [[1.6, 0.4, 1.0], [-0.2, -1.0, 2.1], [5.0, 2.0, 1.5], [2.1, 0.3, -0.2], [-6.9, -1.7, -1.0], [-1.4, 0.2, -0.3], [-0.3, -1.3, -1.6], [0.2, 1.0, -1.7]], "mulliken_charge": [-0.289, 0.688, -0.002, -0.159, 0.099, -0.141, -0.125, -0.072], "e_above_lowest_ev": 2.2938, "homo_energy_ev": [-7.12, -11.33], "largest_force_ev_per_a": 7.14, "e_tot_ev": -45215.6970, "multiplicity": 3, "orbital_gap_ev": [6.61, 9.00]}

***

No. 6
{"formula": "C2Cl4F2O2S", "method": "ωB97M-V/def2-TZVPD", "symbols": ["C", "C", "O", "O", "F", "F", "S", "Cl", "Cl", "Cl", "Cl"], "positions_angstrom": [[-1.60554, -0.27910, 0.09426], [1.51681, -0.34771, -0.04553], [-0.01701, 1.78998, 1.15054], [-0.01573, 1.35894, -1.27379], [-1.21309, -1.19064, 0.98016], [1.24716, -1.18024, -1.09957], [-0.02933, 0.84474, 0.06045], [-2.86002, 0.74464, 0.64300], [-1.84242, -1.19824, -1.42186], [2.87723, 0.68553, -0.53200], [1.94194, -1.22789, 1.44433]], "atomic_forces_ev_per_a": [[1.9, -0.3, -0.6], [0.3, -0.1, -0.2], [0.2, -1.6, -0.2], [0.0, 0.1, -0.2], [-0.5, -0.8, 1.3], [0.1, 0.5, 1.4], [0.0, 1.2, -1.4], [-0.5, -0.2, -0.1], [-0.2, 1.1, 0.6], [-0.6, -0.2, 0.3], [-0.6, 0.3, -0.9]], "mulliken_charge": [0.384, 0.358, -0.530, -0.536, -0.183, -0.157, 0.972, -0.063, -0.074, -0.083, -0.089], "homo_energy_ev": -11.10, "largest_force_ev_per_a": 2.03, "e_tot_ev": -72526.6051, "multiplicity": 1, "orbital_gap_ev": 10.63}